A 2-piece molecular cluster, C35H39N3O2S overall in a non-equilibrium geometry. Source: the OMol25 dataset; level of theory: ωB97M-V/def2-TZVPD.

```
80
Properties=species:S:1:pos:R:3:mulliken_charge:R:1
C -6.48415 0.35397 -0.22254 -1.60
C -5.09407 0.59183 -0.67719 0.94
C -4.53841 1.85535 -0.56943 -0.96
C -3.25030 2.10837 -0.99356 1.52
C -2.66992 3.46904 -0.85113 -1.72
C -2.50425 1.06756 -1.55192 -0.84
N -1.14637 1.32662 -1.95731 0.69
C -0.04274 1.27848 -1.20903 -0.64
N 1.07762 1.55873 -1.88130 0.87
C 2.41173 1.16972 -1.49666 -0.67
C 2.72280 -0.19120 -1.41951 1.73
C 1.70477 -1.22352 -1.75347 -0.97
C 3.98898 -0.56388 -1.01461 -1.57
C 4.94674 0.38322 -0.69333 0.73
C 6.30002 -0.05363 -0.27482 -1.47
C 4.62227 1.72948 -0.77518 -1.23
C 3.36211 2.14022 -1.16895 0.87
C 3.00860 3.58410 -1.22624 -1.45
C 0.74412 1.83546 -3.31413 -0.52
C -0.79777 1.73220 -3.35257 -0.52
C -3.04394 -0.21767 -1.66143 1.20
C -2.24041 -1.33432 -2.22854 -0.99
C -4.33622 -0.43381 -1.22074 -1.35
H -6.77512 -0.68417 -0.37511 0.36
H -6.58922 0.58230 0.83718 0.35
H -7.18014 0.98370 -0.77514 0.36
H -5.11648 2.65535 -0.14165 0.46
H -1.64204 3.49078 -1.21619 0.17
H -3.25007 4.20065 -1.41790 0.36
H -2.66016 3.77754 0.19599 0.36
H 2.12499 -2.22865 -1.68512 0.45
H 0.85946 -1.16569 -1.06646 -0.08
H 1.32622 -1.08419 -2.76748 0.32
H 4.23646 -1.60923 -0.94657 0.48
H 6.93751 0.80127 -0.05132 0.36
H 6.24289 -0.67759 0.61696 0.33
H 6.77628 -0.63476 -1.06454 0.33
H 5.36412 2.46896 -0.52882 0.33
H 3.84864 4.21036 -0.92340 0.41
H 2.72611 3.87542 -2.23820 0.30
H 2.16920 3.80782 -0.56580 0.27
H 1.10622 2.82747 -3.59672 0.34
H 1.23638 1.09408 -3.95250 0.33
H -1.15686 0.98210 -4.06235 0.21
H -1.28341 2.68595 -3.58687 0.32
H -2.81229 -2.26367 -2.24524 0.44
H -1.92837 -1.11704 -3.25137 0.33
H -1.34645 -1.50665 -1.62953 -0.21
H -4.75823 -1.42055 -1.29225 0.30
C 2.56875 -6.16310 0.29412 -1.33
C 1.56410 -5.24455 0.90064 0.86
C 0.63363 -4.60075 0.09961 -0.68
C -0.29719 -3.74199 0.64877 -0.28
C -0.30511 -3.52041 2.00491 -0.03
S -1.54339 -2.41714 2.71070 1.17
N -0.74626 -0.95521 2.66553 -0.17
C -1.40788 0.00790 3.14464 -0.69
C -0.92195 1.37989 3.20989 0.80
C -1.69831 2.41241 3.73760 -0.49
C -1.20694 3.69891 3.79044 -0.60
C 0.06204 3.97720 3.32042 -0.48
C 0.83890 2.96367 2.79328 -0.47
C 0.35025 1.67776 2.73690 -0.26
O -2.71180 -2.42447 1.76386 -0.61
O -1.74395 -2.85503 4.13505 -0.68
C 0.60526 -4.15247 2.81920 -0.55
C 1.53515 -5.01255 2.26850 -0.87
H 3.22662 -6.59259 1.04918 0.37
H 2.08580 -6.98847 -0.22915 0.32
H 3.19490 -5.63611 -0.42555 0.29
H 0.64261 -4.78756 -0.95917 0.43
H -1.04167 -3.25670 0.03749 0.63
H -2.39660 -0.20625 3.53131 0.37
H -2.68686 2.19328 4.10496 0.41
H -1.81198 4.49219 4.20037 0.40
H 0.44489 4.98494 3.36095 0.41
H 1.82851 3.17775 2.42363 0.46
H 0.93655 0.87463 2.32329 0.42
H 0.56131 -3.98308 3.88411 0.46
H 2.24372 -5.51992 2.89855 0.34
```

The energy relative to the best compared isomer or geometry (same formula, charge and spin) is 0.000 eV. Its HOMO energy is -7.79 eV. Its orbital gap is 0.2836 Ha. Its multiplicity is 1. The maximum force comes out at 3.51 eV/A. As for the total energy: -56327.222 eV. As for the LUMO energy: -0.00263 Eh.

C35H39N5Ti as an isolated structure in a non-equilibrium geometry. Source: the OMol25 dataset; level of theory: ωB97M-V/def2-TZVPD.

```
80
Properties=species:S:1:pos:R:3:lowdin_spin:R:1
Ti 0.58253 -0.47909 0.44233 0.78
N 1.04511 -2.85124 4.17847 0.00
N 0.27000 -2.14611 -1.36144 0.04
C 1.24677 1.83325 0.27174 0.00
C 2.34733 0.94003 0.57049 0.01
C 2.21766 0.57104 1.95407 -0.01
C 3.22994 -0.17930 2.78459 0.03
H 3.96769 -0.65889 2.13547 0.00
H 2.70625 -1.05049 3.36957 0.01
H 3.72493 0.46046 3.50352 0.00
C 1.11566 1.25564 2.51060 0.00
C 0.79992 1.14009 3.95500 0.00
H 1.67977 1.41515 4.56539 0.00
H 0.53997 0.09468 4.21216 0.00
H -0.02715 1.79753 4.24999 0.00
C 0.48805 2.01320 1.48445 -0.01
C -0.56321 3.03799 1.67253 0.00
H -1.43651 2.62564 2.18884 0.00
H -0.90589 3.43261 0.70883 0.00
H -0.20440 3.89432 2.26837 0.00
C 3.47341 0.57251 -0.33770 0.01
H 4.33468 1.25793 -0.25418 0.00
H 3.15944 0.57778 -1.39237 0.00
H 3.83884 -0.43749 -0.10809 0.00
C 1.12622 2.67484 -0.95546 0.00
H 0.07161 2.89615 -1.16812 0.00
H 1.53155 2.15194 -1.83113 0.00
H 1.65371 3.64677 -0.89464 0.00
C 0.02573 -3.38862 4.83285 0.00
H 0.01046 -3.16570 5.92414 0.00
C -0.95136 -4.17890 4.18541 0.00
H -1.65583 -4.71626 4.81457 0.00
C -0.94718 -4.25411 2.77863 0.00
H -1.68623 -4.90422 2.27390 0.00
C -0.00889 -3.48385 2.06876 0.00
H 0.01802 -3.46986 0.96120 0.00
C 0.90189 -2.64980 2.84038 0.01
C 1.92100 -1.75055 2.34867 0.05
H 2.22662 -2.19739 1.43292 0.00
C 0.15740 -0.86152 -1.73919 0.01
C 1.14828 -2.81898 -2.14544 0.00
H 1.74697 -3.68759 -1.81005 0.00
C 1.05837 -2.19056 -3.35523 0.01
H 1.28489 -2.57457 -4.33488 0.00
N 0.41249 -0.98796 -3.08249 0.01
C 0.27343 0.16536 -3.86820 0.00
C 1.38026 0.50598 -4.63407 0.00
C 1.23291 1.66656 -5.37003 0.00
H 2.02879 1.95244 -6.05948 0.00
C 0.07718 2.44756 -5.22981 0.00
C -0.12076 3.61904 -6.13461 0.00
H -0.66072 4.41824 -5.60912 0.00
H -0.71617 3.32105 -7.01282 0.00
H 0.85380 3.98433 -6.48237 0.00
C -0.92176 2.14001 -4.29605 0.00
H -1.79735 2.78115 -4.16846 0.00
C -0.83028 0.98460 -3.53762 0.00
C -1.83909 0.67259 -2.48587 0.00
H -2.08772 -0.38614 -2.37110 0.00
H -2.77724 1.17974 -2.75506 0.00
H -1.58771 1.07734 -1.49039 0.00
C 2.66052 -0.26372 -4.56960 0.00
H 2.56347 -1.32291 -4.82537 0.00
H 3.15512 -0.21196 -3.58535 0.00
H 3.34662 0.16898 -5.29571 0.00
N -3.39344 -1.80837 0.67555 0.01
C -2.13642 -1.54269 0.28415 0.01
N -1.54605 -0.65038 1.09017 0.01
C -2.50818 -0.34130 2.10205 0.00
C -2.54429 0.57856 3.13502 0.00
C -3.73046 0.77411 3.85254 0.00
C -4.87986 -0.00028 3.56849 0.00
C -4.84716 -0.94649 2.54301 0.00
C -3.67216 -1.08138 1.82846 0.00
H -4.03251 -2.43220 0.18195 0.00
H -1.72285 -1.89055 -0.64724 0.00
H -1.62389 1.12444 3.35589 0.00
H -3.77974 1.52663 4.64069 0.00
H -5.77981 0.16088 4.15993 0.00
H -5.71291 -1.57770 2.29298 0.00
```

Its HOMO energy (spin up / spin down) is -1.13 / -0.84 eV. As for the total charge: -1. Its orbital gap (spin up / spin down) is 0.1275 / 0.1164 Ha. Its multiplicity is 2. The maximum force comes out at 7.62 eV/A. As for the total energy: -67486.773 eV. As for the LUMO energy (spin up / spin down): 0.08597 / 0.08566 Eh.

C35H40AsBF5N8O2SSn as an isolated structure in a non-equilibrium geometry. Source: the OMol25 dataset; level of theory: ωB97M-V/def2-TZVPD.

```
94
Properties=species:S:1:pos:R:3:lowdin_spin:R:1
Sn 0.06283 -0.51308 -0.67759 0.41
C -3.59403 -0.41139 0.33344 0.01
C -2.95164 -1.74231 0.14874 0.01
C -3.43923 -2.99960 0.49409 0.00
C -2.51730 -3.90008 -0.00476 0.01
N -1.54632 -3.22041 -0.62344 0.01
N -1.79853 -1.88884 -0.52610 0.14
B -0.28313 -3.72924 -1.37342 0.00
N -0.07987 -2.83817 -2.63776 0.00
C 0.02208 -3.22570 -3.91477 0.00
C 0.28077 -2.12053 -4.70165 0.00
C 0.33773 -1.04343 -3.82333 0.00
C 0.58274 0.39597 -4.12813 0.00
N 0.12902 -1.49897 -2.57893 0.01
N 0.90076 -3.50548 -0.39408 0.00
C 1.79376 -4.34146 0.14505 0.00
C 2.56420 -3.64253 1.05707 0.00
C 2.08030 -2.34198 1.03558 0.00
C 2.52573 -1.18664 1.87045 0.00
N 1.08132 -2.26360 0.13936 0.02
N -0.47423 -5.14812 -1.81209 0.00
C -1.58444 -5.65333 -2.42720 0.00
C -1.29986 -6.93028 -2.81305 0.00
C 0.03922 -7.14842 -2.40074 0.00
C 0.86303 -8.37848 -2.57841 0.00
N 0.52525 -6.07245 -1.81287 0.00
H -4.32796 -0.44478 1.13589 0.00
H -4.11485 -0.12324 -0.58131 0.00
H -2.85949 0.36012 0.55275 0.01
H -4.34275 -3.22413 1.03377 0.00
H -2.50434 -4.97676 0.03148 0.00
H -0.09151 -4.26111 -4.19103 0.00
H 0.41405 -2.09729 -5.76896 0.00
H 1.53456 0.51357 -4.64631 0.00
H 0.61510 1.00406 -3.22301 0.00
H -0.19885 0.78632 -4.77948 0.00
H 1.81161 -5.37285 -0.16310 0.00
H 3.36577 -4.02514 1.66438 0.00
H 2.33915 -1.39871 2.92433 0.00
H 2.00993 -0.26523 1.60318 0.00
H 3.59682 -1.02212 1.75266 0.00
H -2.47714 -5.06344 -2.56095 0.00
H -1.95024 -7.62545 -3.31599 0.00
H 0.35197 -9.24869 -2.16661 0.00
H 1.82854 -8.26819 -2.09097 0.00
H 1.02556 -8.57919 -3.63796 0.00
F 2.94877 -1.26686 -2.41670 0.00
C 3.10950 -0.10518 -1.77982 0.03
C 2.10974 0.41720 -0.97878 0.23
C 2.37576 1.59246 -0.31599 0.02
F 1.45816 2.08655 0.54658 0.01
C 3.56877 2.27418 -0.44102 0.00
F 3.77801 3.40192 0.23420 0.00
C 4.54781 1.75042 -1.27121 -0.01
F 5.69893 2.37603 -1.41003 0.00
C 4.32069 0.55330 -1.93723 0.01
F 5.26350 0.04295 -2.71136 0.01
C -3.31667 3.41693 4.09257 0.00
C -1.84487 3.79130 4.22682 0.00
As -0.70136 2.70745 3.10002 0.00
C 1.15733 3.25396 3.26659 0.00
C 1.36900 4.08491 4.53050 0.00
C -0.94354 0.86290 3.62297 0.00
C -0.57769 0.59533 5.08023 0.00
H -3.91837 4.13962 4.64142 0.00
H -3.52631 2.43074 4.50778 0.00
H -3.64652 3.43500 3.05410 0.00
H -1.48227 3.65600 5.24729 0.00
H -1.67221 4.83219 3.95013 0.00
H 1.42856 3.80289 2.36766 0.00
H 1.73171 2.32714 3.27988 0.00
H 0.78040 5.00167 4.51666 0.00
H 2.41807 4.37252 4.58859 0.00
H 1.12761 3.53181 5.43810 0.00
H -0.34046 0.26551 2.93573 0.00
H -1.99332 0.63886 3.42108 0.00
H 0.44587 0.89778 5.30631 0.00
H -0.65861 -0.47168 5.28248 0.00
H -1.24791 1.11149 5.76743 0.00
O 1.63598 7.89281 -1.98349 0.00
C 1.54995 6.58388 -2.24983 0.00
O 2.16961 6.08958 -3.14479 0.00
C 0.65767 5.73870 -1.37582 0.00
C 0.14690 4.57694 -1.94676 0.00
C -0.55737 3.67112 -1.17901 0.00
C -0.75064 3.92319 0.17599 0.00
S -1.58698 2.63999 1.08756 0.03
C -0.29190 5.10145 0.74419 0.00
C 0.41975 6.00560 -0.03484 0.00
H 1.03580 8.17608 -1.28435 0.00
H 0.33229 4.39073 -2.99622 0.00
H -0.94088 2.75932 -1.62244 0.00
H -0.48697 5.33075 1.78501 0.00
H 0.80607 6.90190 0.43540 0.00
```

Its HOMO energy (spin up / spin down) is -13.35 / -13.35 eV. As for the total charge: +2. Its orbital gap (spin up / spin down) is 0.2972 / 0.2086 Ha. Its multiplicity is 2. The maximum force comes out at 1.15 eV/A. As for the total energy: -144717.280 eV. As for the LUMO energy (spin up / spin down): -0.19324 / -0.28184 Eh.

A 5-piece molecular cluster, C35H40BF4NO6 overall in a non-equilibrium geometry. Source: the OMol25 dataset; level of theory: ωB97M-V/def2-TZVPD.

```
87
Properties=species:S:1:pos:R:3:mulliken_charge:R:1
C 0.45549 0.04771 -1.70378 -1.30
C 0.85166 0.66239 -0.36644 0.32
O -0.04782 0.28728 0.66132 -0.37
C -0.61430 1.35723 1.38001 -1.21
C -1.89731 1.81679 0.66213 -0.46
O -2.96053 1.07966 1.25975 -0.42
C -3.78572 0.44814 0.33045 0.44
O -3.41995 -0.54706 -0.23879 -0.53
B -5.23521 1.12642 0.08762 0.31
O -5.81379 0.84402 -1.12514 -0.55
C -5.96395 2.04074 1.12729 -0.39
C -5.84230 3.51122 0.68026 -0.96
N -2.27019 3.23297 0.73424 0.77
C -1.63061 4.05018 -0.28619 0.48
C -0.16227 4.38676 -0.26853 -0.78
O -2.32135 4.44212 -1.21164 -0.56
C -2.31984 3.78942 2.07159 0.53
C -1.15111 4.52003 2.67891 -1.04
O -3.36304 3.69393 2.69674 -0.52
H -0.16498 -0.82516 -1.57440 -0.01
H -0.03411 0.75942 -2.35789 0.41
H 1.36932 -0.24657 -2.20927 0.59
H 0.92501 1.73910 -0.49165 -0.18
H 1.83359 0.29228 -0.08506 0.35
H 0.12070 2.14570 1.49443 0.64
H -0.91189 0.96189 2.34161 0.31
H -1.80900 1.50993 -0.37502 0.89
H -6.10827 1.66706 -1.52414 0.32
H -7.01433 1.76442 1.16252 0.32
H -5.54770 1.89981 2.11882 0.27
H -6.51259 3.71256 -0.15081 0.43
H -6.10500 4.19458 1.47516 0.30
H -4.83223 3.72409 0.34973 0.14
H 0.37101 4.02104 0.59044 -0.25
H 0.32825 4.06841 -1.17834 0.44
H -0.08376 5.46734 -0.23362 0.38
H -0.19803 4.02273 2.56026 0.09
H -1.05837 5.50563 2.23298 0.35
H -1.33851 4.64724 3.73349 0.43
F 1.16724 -2.69450 -4.28365 -0.28
C 0.18575 -3.60551 -4.08793 0.38
C -0.06377 -4.55354 -5.05804 -0.58
C -1.07349 -5.47962 -4.83544 -0.33
C -1.81646 -5.43925 -3.66255 -0.63
C -1.54632 -4.47203 -2.70454 -0.49
C -0.53253 -3.55186 -2.91347 0.07
H 0.52156 -4.56200 -5.96775 0.44
H -1.28061 -6.23410 -5.58183 0.36
H -2.60459 -6.16074 -3.49647 0.39
H -2.12046 -4.42911 -1.78891 0.42
H -0.29496 -2.80133 -2.17491 0.28
F 4.61753 -0.79015 0.25450 -0.30
C 4.91498 -1.36615 -0.93007 0.28
C 3.89194 -1.88911 -1.69418 -0.41
C 4.19897 -2.47388 -2.91416 -0.15
C 5.51710 -2.53604 -3.34515 -0.69
C 6.53036 -2.00783 -2.55691 -0.32
C 6.23192 -1.41265 -1.33963 -0.55
H 2.87197 -1.83784 -1.33545 0.59
H 3.40617 -2.87977 -3.52516 0.37
H 5.75343 -2.99510 -4.29533 0.40
H 7.55816 -2.05814 -2.88947 0.36
H 7.00540 -0.98896 -0.71326 0.43
F -0.59823 -8.13369 2.37636 -0.32
C -0.92616 -6.85904 2.08262 0.32
C -2.25601 -6.53502 1.90496 -0.45
C -2.58852 -5.22164 1.60581 -0.40
C -1.59547 -4.25950 1.48312 -0.70
C -0.26463 -4.61042 1.66249 -0.40
C 0.07824 -5.91935 1.96879 -0.44
H -3.01287 -7.30199 1.99994 0.42
H -3.62601 -4.94897 1.46811 0.40
H -1.85915 -3.23650 1.24571 0.70
H 0.51043 -3.86259 1.56269 0.45
H 1.10839 -6.21318 2.11879 0.42
F 1.82269 5.70014 1.61033 -0.34
C 2.84761 5.03943 2.19692 0.48
C 2.85264 4.90114 3.56970 -0.36
C 3.89825 4.21032 4.16441 -0.45
C 4.91646 3.67806 3.38578 -0.52
C 4.88935 3.83281 2.00686 -0.43
C 3.84557 4.51641 1.40090 -0.39
H 2.05129 5.32908 4.15770 0.44
H 3.91633 4.08742 5.23838 0.37
H 5.73017 3.14189 3.85404 0.39
H 5.68260 3.42029 1.39912 0.38
H 3.80081 4.64268 0.32724 0.45
```

Its HOMO energy is -9.14 eV. The SMILES is CCOC[C@@H](OC(=O)B(O)CC)N(C(C)=O)C(C)=O.Fc1ccccc1.Fc1ccccc1.Fc1ccccc1.Fc1ccccc1. Its orbital gap is 0.3474 Ha. Its multiplicity is 1. The maximum force comes out at 1.90 eV/A. As for the total energy: -62264.632 eV. As for the LUMO energy: 0.01144 Eh.